# 1
100
Properties=species:S:1:pos:R:3 method="wB97M-V/def2-TZVPD" spin_multiplicity=3 total_energy_ev=-86804.022 homo_lumo_gap_ev="5.79 / 8.45" de_lowest_kj_mol=0.0
O -2.4400 2.2625 -0.9745
O -1.8456 0.0439 -2.4387
C -3.0083 2.3344 0.3304
C -2.6877 3.5590 1.1727
H -2.6592 1.4260 0.8488
H -4.0924 2.2345 0.1431
H -1.7572 3.3998 1.7357
H -3.4894 3.6684 1.9032
H -2.6199 4.4961 0.6092
C -1.1005 2.7756 -1.1264
C -1.0809 3.7921 -2.2439
H -0.4659 1.9192 -1.3670
H -0.7200 3.1976 -0.1745
H -1.0192 3.2433 -3.1988
H -0.1977 4.4297 -2.1398
H -2.0037 4.3946 -2.2118
C -1.0352 -0.5973 -3.4872
C -3.1823 0.3888 -2.8982
C -0.0126 0.4119 -3.9365
H -1.6717 -0.9213 -4.3385
H -0.5631 -1.5045 -3.0714
H -0.5262 1.2328 -4.4510
H 0.7247 -0.0091 -4.6268
H 0.5241 0.8345 -3.0822
C -3.1831 1.2738 -4.1073
H -3.6415 0.9337 -2.0594
H -3.7547 -0.5521 -3.0665
H -2.5841 2.1756 -3.9261
H -4.2171 1.5866 -4.2849
H -2.8248 0.7593 -5.0024
H -1.4131 0.0481 -0.8072
N 1.6338 0.7450 2.0656
C 2.7425 0.3591 2.7544
C 3.4265 -0.8321 2.5168
C 3.2923 -1.7108 1.4418
C 3.3293 1.3204 3.7444
H 2.5790 1.7506 4.4209
H 3.8830 2.1305 3.2461
H 4.0509 0.7675 4.3592
C 4.4169 -2.6024 1.0558
H 4.7705 -2.3880 0.0423
H 4.1349 -3.6552 1.1411
H 5.2388 -2.4050 1.7530
N 2.1221 -1.8346 0.8001
C 1.3341 2.1550 2.0472
C 0.4943 2.6965 3.0362
C -0.1146 1.8724 4.1293
C 0.2727 4.0764 3.0510
H -0.4329 4.4847 3.7805
C 0.9621 4.9113 2.1772
H 0.8027 5.9872 2.2175
C 1.8838 4.3771 1.2784
H 2.4541 5.0281 0.6123
C 2.1124 3.0025 1.2293
C 3.2344 2.4785 0.3831
C 1.9490 -2.6335 -0.3761
C 1.3654 -3.9057 -0.2379
C 1.1895 -4.5191 1.1205
C 0.8946 -4.5494 -1.3866
H 0.4071 -5.5196 -1.2718
C 1.0578 -3.9720 -2.6453
H 0.6568 -4.4716 -3.5341
C 1.7478 -2.7623 -2.7757
H 1.9482 -2.3377 -3.7622
C 2.1946 -2.0664 -1.6465
C 2.8605 -0.7265 -1.7927
Ti 0.5364 -0.8734 1.5370
H -1.1893 1.7119 3.9442
H -0.0467 2.4140 5.0899
H 0.3623 0.8976 4.2807
H 2.9654 1.5659 -0.1672
H 4.1461 2.2723 0.9701
H 3.5153 3.2434 -0.3572
H 0.9289 -5.5779 0.9858
H 0.3814 -4.0595 1.7122
H 2.1048 -4.4690 1.7285
H 3.6700 -0.5702 -1.0657
H 2.1506 0.1110 -1.6852
H 3.2914 -0.6486 -2.8032
H 4.2979 -0.9835 3.1560
C -1.0710 -0.7711 0.0331
Si -2.4250 -2.1552 -0.2942
H -0.0287 -1.0444 -0.3324
H -1.2127 -0.2195 1.0284
C -4.0695 -1.3275 0.0727
C -2.2922 -3.6607 0.8146
C -2.5529 -3.0203 -1.9856
H -3.1887 -3.9152 -1.8815
H -1.5839 -3.3799 -2.3549
H -3.0107 -2.4171 -2.7814
H -4.1048 -1.0613 1.1361
H -4.9054 -2.0150 -0.1297
H -4.2530 -0.4133 -0.5035
H -2.0179 -3.4024 1.8370
H -1.5769 -4.3912 0.4259
H -3.2844 -4.1398 0.8375
Cl 0.8881 -2.0652 4.0692
C -0.5371 -1.3878 3.2066
H -1.2566 -2.1873 3.0010
H -0.9780 -0.5476 3.7777

=====

# 2
49
Properties=species:S:1:pos:R:3 method="wB97M-V/def2-TZVPD" spin_multiplicity=1 total_energy_ev=-28778.258 homo_lumo_gap_ev=9.39 de_lowest_kj_mol=242.1 smiles="CC1(C)C[C@@H](N(Cc2ccco2)C(=O)Cc2ccccc2)CCO1"
C -3.2662 -3.1770 0.2559
C -2.8973 -1.7216 -0.0463
C -4.1358 -0.8396 0.1677
C -1.7327 -1.2888 0.8699
C -1.0866 0.0118 0.3774
N -0.0492 0.5121 1.2730
C -0.3258 1.8419 1.8172
C -0.2756 2.8636 0.7324
C 0.7813 3.4644 0.1138
C 0.2323 4.2893 -0.8985
C -1.1150 4.1263 -0.8235
O -1.4344 3.2620 0.1562
C 1.1138 -0.0708 1.6756
O 1.7970 0.4376 2.5456
C 1.6031 -1.3426 1.0041
C 2.8627 -1.0224 0.2362
C 3.9852 -1.8314 0.3469
C 5.1356 -1.5427 -0.3660
C 5.1804 -0.4357 -1.1952
C 4.0680 0.3807 -1.3060
C 2.9169 0.0888 -0.5969
C -0.6855 -0.1135 -1.0961
C -1.9331 -0.5228 -1.8829
O -2.4841 -1.7267 -1.4106
H -3.5151 -3.2954 1.3064
H -2.4312 -3.8268 0.0091
H -4.1172 -3.4726 -0.3505
H -4.5413 -1.0147 1.1603
H -4.8916 -1.0979 -0.5702
H -3.9105 0.2189 0.0716
H -2.1054 -1.1473 1.8857
H -1.0037 -2.0974 0.8921
H -1.8644 0.7831 0.4083
H 0.4476 2.0435 2.5617
H -1.3092 1.8519 2.2964
H 1.8157 3.3359 0.3583
H 0.7688 4.9152 -1.5815
H -1.9233 4.5526 -1.3835
H 1.8392 -2.0578 1.7950
H 0.8738 -1.7906 0.3357
H 3.9610 -2.6935 0.9981
H 6.0012 -2.1816 -0.2689
H 6.0795 -0.2067 -1.7480
H 4.0966 1.2509 -1.9458
H 2.0581 0.7383 -0.6820
H 0.0876 -0.8645 -1.2487
H -0.3168 0.8432 -1.4692
H -1.6798 -0.7181 -2.9277
H -2.6745 0.2885 -1.8528

=====

# 3
91
Properties=species:S:1:pos:R:3 method="wB97M-V/def2-TZVPD" spin_multiplicity=1 total_energy_ev=-48336.313 homo_lumo_gap_ev=9.58 de_lowest_kj_mol=107.2 smiles="C[C@H]1COC(=O)O1.C1CCOC1.C1CCOC1.C1CCOC1.C1CCOC1.C1CCOC1.C1CCOC1"
C 11.4559 -8.8956 16.9336
C 12.8161 -9.5829 16.9271
C 12.9588 -10.6334 15.8211
O 14.2400 -10.3832 15.2583
C 14.7938 -9.2913 15.8713
O 15.8895 -8.9011 15.6759
O 13.8776 -8.6830 16.6688
H 11.4730 -8.1848 17.7634
H 10.6573 -9.5991 17.1676
H 11.2771 -8.3821 15.9920
H 12.9837 -10.0752 17.8883
H 12.1957 -10.5556 15.0463
H 12.9098 -11.5932 16.3385
C 15.1291 -18.3666 14.1501
C 14.2632 -19.2639 13.2606
C 13.6824 -18.2576 12.2603
O 14.8033 -17.4244 12.0050
C 15.5787 -17.2272 13.1955
H 15.9159 -18.9280 14.6514
H 14.5208 -17.9222 14.9422
H 13.5164 -19.8398 13.8064
H 14.9096 -19.9235 12.6808
H 12.8435 -17.6783 12.6592
H 13.4564 -18.7338 11.3076
H 15.3697 -16.2725 13.6715
H 16.5950 -17.3455 12.8267
C 11.9927 -10.9042 9.3682
C 10.7764 -11.7581 9.1014
C 10.3407 -11.3871 7.6808
O 11.5012 -10.7687 7.0928
C 12.1057 -10.0184 8.1253
H 12.8937 -11.5228 9.3761
H 12.0101 -10.3150 10.2858
H 9.9337 -11.6190 9.7846
H 11.0174 -12.8218 9.1491
H 9.5124 -10.6734 7.6559
H 10.1218 -12.2352 7.0361
H 11.6362 -9.0311 8.2420
H 13.1470 -9.7744 7.9061
C 13.3854 -12.7856 12.4124
C 11.9829 -13.3764 12.5341
C 12.2939 -14.8455 12.8735
O 13.3898 -14.7392 13.7516
C 14.2496 -13.6716 13.3276
H 13.3885 -11.7230 12.6569
H 13.7773 -12.8658 11.3958
H 11.3944 -13.2345 11.6257
H 11.3986 -12.9704 13.3614
H 12.5252 -15.4509 11.9895
H 11.4329 -15.2784 13.3858
H 15.0913 -14.1324 12.8061
H 14.5823 -13.1536 14.2264
C 9.0244 -11.8541 14.8690
C 7.7739 -11.5191 15.6456
C 6.7062 -11.4613 14.5642
O 7.3971 -10.9082 13.4186
C 8.8016 -11.0284 13.5979
H 9.0698 -12.9355 14.7194
H 9.9302 -11.5605 15.4021
H 7.8871 -10.5493 16.1351
H 7.4912 -12.2854 16.3709
H 5.8642 -10.8162 14.7994
H 6.3480 -12.4620 14.3130
H 9.1744 -10.0063 13.7402
H 9.2834 -11.4678 12.7216
C 10.5967 -18.4462 15.3582
C 11.4439 -18.0504 16.5591
C 10.3969 -17.9837 17.7061
O 9.1867 -18.5127 17.1928
C 9.4228 -19.1866 15.9720
H 11.1705 -19.0489 14.6446
H 10.3063 -17.5935 14.7384
H 11.9521 -17.0966 16.4314
H 12.2021 -18.8171 16.7296
H 10.2896 -16.9241 17.9413
H 10.7107 -18.5386 18.5890
H 8.5383 -19.1964 15.3362
H 9.6790 -20.2422 16.1392
C 13.7151 -14.2054 8.9216
C 14.8438 -13.2742 8.5561
C 16.0404 -14.2085 8.3656
O 15.7218 -15.4073 9.0587
C 14.4701 -15.2667 9.7530
H 13.2977 -14.7822 8.0895
H 12.8862 -13.7171 9.4353
H 14.9474 -12.6042 9.4180
H 14.6639 -12.6449 7.6830
H 16.9356 -13.6722 8.6856
H 16.0957 -14.4805 7.3089
H 14.7270 -14.8857 10.7457
H 13.9597 -16.2207 9.7897

=====

# 4
76
Properties=species:S:1:pos:R:3 method="wB97M-V/def2-TZVPD" spin_multiplicity=1 total_energy_ev=-147847.620 homo_lumo_gap_ev=8.00 de_lowest_kj_mol=0.0 charge=+1
Ir -0.6211 0.0755 0.2212
C -3.5676 0.3769 -0.1522
N -2.4877 0.7871 0.7717
C -2.6929 0.7066 2.2315
C -1.3285 0.8291 2.8506
N -0.2325 0.5962 2.1610
C 0.8448 0.7734 3.0212
C 2.2150 0.6678 2.7950
C 3.0400 0.9036 3.8735
C 2.5253 1.2423 5.1365
C 1.1698 1.3611 5.3636
C 0.3395 1.1172 4.2752
N -1.0443 1.1475 4.1281
C -2.9120 -0.0534 -1.4342
N -1.6211 -0.3029 -1.5154
C -1.3564 -0.7041 -2.8155
C -0.1574 -1.0670 -3.4229
C -0.2172 -1.3963 -4.7602
C -1.4277 -1.3655 -5.4744
C -2.6178 -1.0046 -4.8770
C -2.5545 -0.6756 -3.5275
N -3.5223 -0.2606 -2.6178
H -4.2467 1.2144 -0.3302
H -4.1394 -0.4566 0.2537
H -2.3441 1.8179 0.5461
H -3.1304 -0.2543 2.5093
H -3.3530 1.5034 2.5848
H 2.6023 0.4211 1.8159
H 4.1113 0.8294 3.7473
H 3.2129 1.4198 5.9521
H 0.7797 1.6291 6.3359
H -1.7144 1.3922 4.8370
H 0.7704 -1.0619 -2.8663
H 0.6886 -1.6811 -5.2778
H -1.4246 -1.6308 -6.5227
H -3.5445 -0.9742 -5.4336
H -4.4951 -0.0978 -2.8141
O 2.8322 -4.0876 0.9683
C 3.5656 -3.1525 0.3421
C 4.9202 -3.4299 0.1548
C 5.7388 -2.5174 -0.4749
C 5.2334 -1.3005 -0.9329
C 3.8979 -1.0182 -0.7512
C 3.0434 -1.9311 -0.1183
C 1.6330 -1.5584 0.0564
O 1.2681 -0.3852 -0.3329
N 0.8056 -2.4099 0.6135
N -0.5104 -1.9302 0.7027
C -1.3282 -2.8714 1.0207
S -0.7531 -4.5074 1.2311
C -2.3320 -5.1527 1.8455
C -3.4500 -4.4001 1.1569
S -3.0424 -2.6358 1.2570
H 1.9141 -3.7577 1.0419
H 5.3004 -4.3753 0.5170
H 6.7867 -2.7519 -0.6116
H 5.8804 -0.5880 -1.4251
H 3.4795 -0.0821 -1.0962
H -2.3769 -5.0290 2.9266
H -2.3648 -6.2148 1.6067
H -4.4085 -4.5420 1.6537
H -3.5364 -4.6824 0.1089
Br 0.3336 2.4160 -3.4650
C 0.3899 4.0458 -2.4956
C 0.9958 5.1331 -3.1035
C 1.0107 6.3604 -2.4584
C 0.3989 6.5076 -1.2227
C -0.2211 5.4201 -0.6321
C -0.2138 4.1726 -1.2487
C -0.8716 3.0391 -0.5245
O -2.0013 3.2119 -0.0266
O -0.1833 1.9700 -0.4397
H 1.4466 5.0173 -4.0790
H 1.4933 7.2047 -2.9324
H 0.3989 7.4674 -0.7246
H -0.7201 5.5209 0.3227